(1)
C3H7F2N | ωB97M-V/def2-TZVPD

XYZ file:
```
13
Properties=species:S:1:pos:R:3:nbo_charge:R:1
N 1.0489 -1.3162 0.1866 -0.82
C 0.2598 -0.2237 -0.3142 -0.15
C -0.9975 -0.1383 0.4930 0.04
F -1.6947 -1.3680 0.4582 -0.38
C 1.0529 1.0568 -0.2334 0.06
F 0.3047 2.0754 -0.6012 -0.35
H 1.4512 -1.8218 -0.6008 0.36
H 0.4565 -1.9889 0.5995 0.37
H 0.0377 -0.4387 -1.3780 0.19
H -1.6538 0.6929 0.2360 0.19
H -0.7226 -0.1059 1.6018 0.17
H 2.0478 1.0370 -0.8613 0.16
H 1.6594 1.3036 0.7113 0.17
```

Multiplicity ... 1
Gap between HOMO and LUMO ... 11.1 eV
Net charge ... 0
LUMO level ... 1.1 eV
Energy ... -10148.69746 eV

(2)
C3H7FN2O | ωB97M-V/def2-TZVPD

XYZ file:
```
14
Properties=species:S:1:pos:R:3:nbo_charge:R:1
H 1.6017 -0.7236 1.5801 0.34
N 1.4788 -0.2839 0.6533 -0.67
C 0.2236 -0.3619 0.4789 0.41
C -0.4651 0.1666 -0.7352 -0.50
C 0.3852 1.0386 -1.6056 0.07
F -0.3494 1.4922 -2.6906 -0.37
N -0.6839 -1.0278 1.2644 -0.34
O -0.3478 -1.0608 2.6430 -0.56
H -0.8370 -0.6641 -1.3157 0.23
H -1.3198 0.7293 -0.3694 0.21
H 1.2133 0.4942 -1.9795 0.18
H 0.7165 1.9231 -1.0441 0.17
H -1.5873 -0.5961 1.1655 0.36
H -0.2864 -1.9840 2.7825 0.47
```

Multiplicity ... 1
Gap between HOMO and LUMO ... 10.7 eV
Net charge ... 0
LUMO level ... 0.7 eV
Energy ... -10967.83627 eV

Per-record energy above the lowest of the compared OMol25 structures with the same formula, charge and spin, eV: 1.344; 1.330